i:
Below is a cluster of 12 separate species, C41H103O38P7 in total, with properties calculated with the ωB97M-V functional and the def2-TZVPD basis.

```
189
Properties=species:S:1:pos:R:3
C -3.743 5.597 7.438
O -2.618 4.728 7.721
P -1.459 4.454 6.601
O -0.261 3.710 7.145
O -2.270 3.934 5.271
C -1.695 3.139 4.270
O -1.013 5.944 6.149
C 0.364 6.127 5.846
H -3.482 6.528 7.941
H -4.601 5.305 8.045
H -4.126 5.651 6.419
H -0.738 2.746 4.612
H -1.458 3.610 3.316
H -2.379 2.339 3.987
H 0.526 7.055 5.298
H 0.757 5.325 5.221
H 0.978 6.205 6.743
C 7.169 0.419 -4.837
O 7.045 0.267 -3.478
P 5.560 0.018 -2.758
O 4.569 0.895 -3.361
O 5.793 0.233 -1.125
C 6.659 -0.625 -0.402
O 5.394 -1.567 -2.954
C 4.408 -2.319 -2.223
H 7.157 -0.562 -5.314
H 8.017 0.975 -5.237
H 6.270 0.836 -5.290
H 7.651 -0.175 -0.363
H 6.733 -1.620 -0.839
H 6.463 -0.814 0.653
H 3.420 -1.921 -2.454
H 4.665 -2.401 -1.167
H 4.501 -3.344 -2.580
C 0.690 -3.504 -2.434
O 0.890 -2.785 -3.586
P 1.329 -3.532 -4.918
O 2.313 -4.611 -4.822
O -0.118 -3.972 -5.542
C -0.150 -4.625 -6.838
O 1.738 -2.385 -6.030
C 3.072 -1.864 -6.069
H -0.146 -3.134 -1.840
H 1.532 -3.338 -1.762
H 0.643 -4.591 -2.487
H 0.803 -5.079 -7.108
H -0.409 -3.930 -7.638
H -0.994 -5.314 -6.805
H 2.957 -0.915 -5.545
H 3.337 -1.694 -7.112
H 3.778 -2.606 -5.696
C 2.855 9.608 0.937
O 3.395 8.334 0.877
P 2.884 7.127 1.880
O 1.887 7.464 2.964
O 2.341 5.896 0.976
C 0.969 5.646 0.757
O 4.264 6.396 2.442
C 4.080 5.604 3.657
H 1.853 9.570 1.366
H 2.475 9.904 -0.040
H 3.568 10.318 1.356
H 0.873 5.576 -0.327
H 0.374 6.373 1.310
H 0.749 4.639 1.112
H 3.080 5.169 3.662
H 4.388 6.038 4.609
H 4.708 4.737 3.452
C -3.931 -7.966 0.676
O -3.326 -6.879 1.467
P -2.783 -7.248 2.907
O -3.703 -8.072 3.831
O -1.318 -7.914 2.650
C -1.176 -9.225 2.293
O -2.218 -5.832 3.406
C -1.639 -4.899 2.511
H -4.769 -8.424 1.202
H -3.220 -8.791 0.619
H -4.020 -7.723 -0.383
H -0.874 -9.194 1.246
H -2.063 -9.847 2.410
H -0.448 -9.693 2.955
H -0.787 -5.366 2.017
H -1.272 -4.086 3.138
H -2.413 -4.339 1.987
C 3.126 -3.236 4.005
O 2.552 -3.281 5.358
P 1.313 -2.297 5.788
O 1.236 -0.960 5.166
O -0.099 -3.087 5.760
C -0.017 -4.505 5.888
O 1.636 -2.211 7.394
C 0.891 -1.295 8.227
H 4.213 -3.306 4.001
H 2.922 -2.236 3.621
H 2.571 -3.952 3.398
H -0.536 -5.181 5.208
H -0.496 -4.673 6.853
H 0.967 -4.973 5.875
H 0.416 -1.809 9.062
H 0.079 -0.880 7.629
H 1.510 -0.451 8.530
C -2.751 -2.678 -1.838
O -4.099 -2.250 -1.894
P -5.179 -2.590 -3.129
O -4.541 -2.910 -4.415
O -6.131 -3.764 -2.595
C -5.586 -4.741 -1.792
O -6.175 -1.347 -3.092
C -6.027 -0.231 -3.983
H -2.209 -1.782 -1.535
H -2.494 -2.950 -2.862
H -2.580 -3.577 -1.246
H -4.793 -4.440 -1.107
H -5.234 -5.605 -2.356
H -6.437 -4.942 -1.141
H -5.325 -0.438 -4.791
H -5.747 0.710 -3.508
H -6.998 -0.129 -4.467
C -0.568 -0.774 2.455
C -1.061 0.090 1.307
O -0.134 0.949 0.619
C 0.741 0.396 -0.311
C 1.512 1.419 -1.163
O 1.004 -0.779 -0.450
H 0.147 -1.538 2.149
H -1.367 -1.332 2.943
H -0.023 -0.182 3.191
H -1.642 -0.524 0.619
H -1.854 0.761 1.637
H 2.530 1.063 -1.323
H 1.444 2.377 -0.649
H 1.132 1.344 -2.182
C 4.403 3.981 -1.599
C 4.711 3.940 -3.084
O 4.897 5.219 -3.616
C 5.998 5.897 -3.318
C 6.093 7.257 -4.076
O 6.813 5.633 -2.439
H 4.560 2.974 -1.212
H 3.389 4.298 -1.356
H 4.982 4.628 -0.940
H 5.597 3.310 -3.168
H 4.010 3.398 -3.718
H 5.068 7.480 -4.373
H 6.753 7.085 -4.926
H 6.642 8.013 -3.515
C 1.033 3.880 -4.171
C -0.524 3.827 -4.030
O -0.956 2.971 -2.990
C -2.260 2.558 -2.891
C -2.513 1.691 -1.734
O -3.067 2.589 -3.785
H 1.487 3.925 -3.181
H 1.335 4.865 -4.528
H 1.349 3.028 -4.772
H -1.043 4.776 -3.902
H -0.846 3.455 -5.002
H -1.674 1.235 -1.209
H -3.204 0.924 -2.084
H -3.036 2.321 -1.013
C -1.100 -0.503 -4.727
C -1.292 -0.320 -6.218
O -2.467 -1.012 -6.685
C -2.467 -1.613 -7.835
C -3.623 -2.556 -8.056
O -1.525 -1.593 -8.666
H -1.140 -1.555 -4.445
H -1.824 0.129 -4.213
H -0.144 -0.133 -4.359
H -1.460 0.735 -6.433
H -0.446 -0.776 -6.731
H -3.706 -3.383 -7.351
H -3.570 -3.002 -9.049
H -4.603 -2.096 -7.930
C -3.653 -2.526 5.157
C -3.878 -1.167 5.957
O -4.970 -0.309 5.566
C -6.259 -0.731 5.678
C -7.222 0.383 5.149
O -6.698 -1.805 6.107
H -2.641 -2.880 5.351
H -3.666 -2.196 4.118
H -4.377 -3.326 5.310
H -4.188 -1.366 6.982
H -2.976 -0.557 6.017
H -6.705 0.933 4.364
H -7.376 1.118 5.939
H -8.160 -0.049 4.799
```

The SMILES is COP(=O)(OC)OC.COP(=O)(OC)OC.COP(=O)(OC)OC.COP(=O)(OC)OC.COP(=O)(OC)OC.COP(=O)(OC)OC.COP(=O)(OC)OC.CCOC(C)=O.CCOC(C)=O.CCOC(C)=O.CCOC(C)=O.CCOC(C)=O. The frontier orbital gap is 9.81 eV. As for the HOMO energy: -9.9 eV.

---

ii:
Below is a cluster of 12 separate species, C41H103O38P7 in total, with properties calculated with the ωB97M-V functional and the def2-TZVPD basis.

```
189
Properties=species:S:1:pos:R:3
C 5.294 -2.228 3.661
O 6.547 -2.258 3.054
P 6.866 -1.570 1.617
O 5.804 -1.801 0.557
O 7.226 -0.038 2.107
C 8.274 0.251 2.962
O 8.372 -2.228 1.189
C 8.988 -1.714 0.001
H 4.477 -1.983 2.983
H 5.265 -1.454 4.428
H 5.022 -3.204 4.065
H 9.180 0.390 2.372
H 8.453 -0.447 3.780
H 7.941 1.194 3.398
H 8.361 -1.009 -0.545
H 9.153 -2.615 -0.590
H 9.940 -1.204 0.148
C -2.814 -0.360 12.642
O -2.443 -1.490 11.935
P -1.133 -1.526 10.983
O -0.915 -0.436 10.015
O -1.178 -2.948 10.252
C -2.031 -3.099 9.106
O 0.075 -1.783 12.027
C 1.471 -1.553 11.663
H -2.511 0.476 12.012
H -2.450 -0.357 13.670
H -3.897 -0.266 12.723
H -2.884 -2.442 8.934
H -2.524 -4.067 9.010
H -1.422 -2.864 8.234
H 2.178 -2.296 11.294
H 1.908 -1.148 12.576
H 1.608 -0.696 11.004
C -3.139 -10.996 4.636
O -2.376 -10.861 3.480
P -2.882 -9.920 2.293
O -4.362 -9.741 2.127
O -2.194 -10.948 1.207
C -2.908 -12.217 1.052
O -1.925 -8.572 2.368
C -0.657 -8.437 1.692
H -4.190 -10.801 4.422
H -2.928 -10.233 5.385
H -3.009 -11.969 5.110
H -3.637 -12.057 0.258
H -3.409 -12.674 1.905
H -2.200 -12.979 0.727
H 0.087 -8.754 2.423
H -0.586 -7.352 1.613
H -0.728 -8.891 0.704
C -7.270 -5.868 -3.707
O -8.642 -5.528 -4.020
P -9.235 -6.380 -5.238
O -9.275 -7.853 -5.057
O -10.652 -5.589 -5.652
C -11.921 -5.898 -5.151
O -8.231 -5.988 -6.460
C -8.225 -6.945 -7.575
H -7.256 -6.120 -2.646
H -6.584 -5.073 -3.999
H -6.991 -6.863 -4.053
H -12.222 -5.309 -4.285
H -12.090 -6.961 -4.973
H -12.642 -5.684 -5.941
H -8.600 -7.897 -7.201
H -7.217 -7.170 -7.923
H -8.899 -6.783 -8.416
C 4.225 -7.581 -3.963
O 4.210 -8.968 -3.690
P 5.328 -9.979 -4.377
O 5.089 -10.154 -5.854
O 6.751 -9.275 -3.955
C 7.283 -9.479 -2.603
O 5.194 -11.386 -3.590
C 3.902 -12.020 -3.621
H 3.922 -7.464 -5.003
H 5.247 -7.267 -3.749
H 3.581 -6.982 -3.319
H 8.373 -9.473 -2.604
H 7.036 -10.407 -2.087
H 7.165 -8.559 -2.029
H 3.710 -12.569 -2.699
H 3.847 -12.721 -4.454
H 3.078 -11.317 -3.740
C 7.726 7.812 10.731
O 6.395 7.711 10.467
P 5.735 6.253 10.471
O 6.391 5.176 11.268
O 4.195 6.543 11.024
C 3.217 5.500 10.884
O 5.446 5.837 8.975
C 4.807 6.733 8.124
H 8.226 6.844 10.717
H 7.942 8.390 11.630
H 8.154 8.325 9.869
H 2.237 5.803 11.252
H 3.526 4.746 11.609
H 3.197 4.974 9.930
H 5.531 6.924 7.333
H 4.540 7.674 8.605
H 3.965 6.117 7.808
C 3.977 0.914 -8.195
O 4.219 1.457 -9.473
P 3.046 2.302 -10.242
O 1.711 2.284 -9.566
O 3.622 3.845 -10.197
C 3.942 4.488 -8.976
O 3.093 1.908 -11.864
C 2.131 2.482 -12.719
H 4.277 -0.108 -7.964
H 2.899 0.780 -8.108
H 4.507 1.447 -7.405
H 4.381 3.710 -8.351
H 3.105 4.954 -8.456
H 4.685 5.241 -9.240
H 1.288 2.941 -12.202
H 1.683 1.712 -13.347
H 2.485 3.346 -13.280
C -3.306 7.238 -7.016
C -2.941 7.889 -8.348
O -1.847 8.836 -8.063
C -1.326 9.536 -9.122
C -0.402 10.595 -8.582
O -1.639 9.475 -10.294
H -4.269 6.729 -7.058
H -3.206 7.847 -6.117
H -2.631 6.389 -6.904
H -2.672 7.217 -9.163
H -3.836 8.433 -8.651
H -1.010 11.361 -8.101
H 0.273 11.003 -9.334
H 0.166 10.122 -7.781
C -2.337 2.653 3.734
C -2.490 1.305 3.089
O -1.772 1.142 1.833
C -2.067 0.136 0.983
C -1.443 0.084 -0.419
O -2.785 -0.772 1.261
H -2.985 2.800 4.599
H -2.542 3.391 2.958
H -1.262 2.741 3.890
H -2.386 0.551 3.869
H -3.462 1.423 2.610
H -2.091 0.631 -1.104
H -1.406 -0.955 -0.745
H -0.435 0.498 -0.450
C 3.198 -4.565 -10.865
C 1.678 -4.483 -11.170
O 0.997 -4.016 -10.113
C -0.349 -3.906 -10.110
C -0.822 -3.135 -8.881
O -1.186 -4.296 -10.891
H 3.443 -5.289 -10.088
H 3.386 -3.678 -10.259
H 3.743 -4.509 -11.807
H 1.464 -3.725 -11.924
H 1.253 -5.439 -11.477
H -0.814 -3.955 -8.163
H -1.838 -2.806 -9.098
H -0.045 -2.422 -8.606
C -10.671 11.663 11.893
C -11.102 10.244 11.553
O -10.081 9.681 10.674
C -9.872 8.304 10.440
C -8.676 8.070 9.479
O -10.681 7.365 10.747
H -10.413 12.305 11.051
H -9.859 11.587 12.616
H -11.508 12.244 12.279
H -11.095 9.736 12.517
H -12.141 10.157 11.235
H -9.031 8.444 8.519
H -8.454 7.029 9.243
H -7.781 8.611 9.787
C 4.001 11.149 -2.750
C 3.934 9.631 -2.929
O 2.731 9.114 -2.360
C 2.678 7.830 -2.048
C 1.320 7.408 -1.461
O 3.575 7.034 -2.349
H 3.507 11.435 -1.822
H 3.508 11.628 -3.597
H 5.040 11.473 -2.703
H 3.937 9.500 -4.011
H 4.740 9.061 -2.467
H 1.416 6.525 -0.828
H 0.601 7.189 -2.251
H 0.954 8.129 -0.730
```

The SMILES is COP(=O)(OC)OC.COP(=O)(OC)OC.COP(=O)(OC)OC.COP(=O)(OC)OC.COP(=O)(OC)OC.COP(=O)(OC)OC.COP(=O)(OC)OC.CCOC(C)=O.CCOC(C)=O.CCOC(C)=O.CCOC(C)=O.CCOC(C)=O. The frontier orbital gap is 10.43 eV. As for the HOMO energy: -10.1 eV.

---

Of them, i has the highest stability.

---

i:
Below is the ion C4H14NSi with charge +1, with properties calculated with the ωB97M-V functional and the def2-TZVPD basis.

```
20
Properties=species:S:1:pos:R:3
C 1.959 0.353 -0.419
C 0.648 -0.513 -0.330
C 0.737 -1.434 0.813
C -0.607 0.323 -0.517
N -0.557 1.674 0.322
Si -2.247 -0.549 -0.162
H 2.605 -0.125 0.178
H 1.815 1.420 -0.189
H 2.341 0.362 -1.491
H 0.566 -1.111 -1.258
H 0.506 -0.984 1.723
H 0.040 -2.272 0.673
H 1.704 -1.936 0.857
H -0.544 0.740 -1.644
H -0.214 1.455 1.318
H 0.056 2.430 -0.178
H -1.475 2.092 0.340
H -3.197 0.585 -0.504
H -2.064 -0.843 1.373
H -2.071 -1.669 -0.904
```

The SMILES is CC(C)[C@H]([NH3+])[SiH3]. As for the net charge: +1. The frontier orbital gap is 11.24 eV. As for the HOMO energy: -14.9 eV.

---

ii:
Below is the ion C4H14NSi with charge +1, with properties calculated with the ωB97M-V functional and the def2-TZVPD basis.

```
20
Properties=species:S:1:pos:R:3
C 1.356 -1.026 -0.774
C 0.897 -0.507 0.552
N 1.882 0.576 1.137
Si -0.907 0.366 0.410
C -2.178 -1.076 0.555
C -1.151 1.464 -1.164
H 1.347 -0.246 -1.419
H 2.286 -1.536 -0.691
H 0.655 -1.734 -1.278
H 0.854 -1.376 1.345
H 1.955 1.451 0.578
H 1.317 0.981 1.872
H 2.862 0.203 1.365
H -0.815 0.882 1.759
H -2.996 -1.313 -0.204
H -1.691 -2.104 0.820
H -2.789 -0.898 1.494
H -1.567 0.892 -2.012
H -1.910 2.291 -0.943
H -0.214 1.903 -1.321
```

The SMILES is C[C@@H]([NH3+])[SiH](C)C. As for the net charge: +1. The frontier orbital gap is 11.07 eV. As for the HOMO energy: -14.7 eV.

---

Of them, ii has the highest stability.

---

i:
Below is the molecule C10H9N5, with properties calculated with the ωB97M-V functional and the def2-TZVPD basis.

```
24
Properties=species:S:1:pos:R:3
C -0.728 -1.788 3.412
N -1.107 -1.614 2.011
C -1.735 -2.761 1.328
N -0.388 -0.670 1.344
N -0.443 -0.697 0.059
C 0.188 0.306 -0.665
C -0.072 0.331 -2.034
C 0.404 1.354 -2.847
C 0.055 1.458 -4.236
N -0.227 1.540 -5.364
C 1.292 2.316 -2.278
C 1.579 2.292 -0.929
C 2.477 3.265 -0.397
N 3.090 4.060 0.186
C 1.019 1.316 -0.093
H -1.550 -2.139 3.996
H -0.346 -0.846 3.839
H 0.099 -2.531 3.476
H -1.001 -3.424 0.899
H -2.430 -2.436 0.519
H -2.295 -3.352 2.044
H -0.665 -0.504 -2.430
H 1.649 3.175 -2.828
H 1.137 1.348 0.988
```

The SMILES is CN(C)/N=N/c1cc(C#N)cc(C#N)c1. The frontier orbital gap is 8.29 eV. As for the HOMO energy: -8.9 eV.

---

ii:
Below is the molecule C10H9N5, with properties calculated with the ωB97M-V functional and the def2-TZVPD basis.

```
24
Properties=species:S:1:pos:R:3
C -3.266 -1.426 -1.641
C -2.794 -0.493 -0.559
N -3.803 0.408 -0.160
N -3.344 1.282 0.648
C -2.001 0.966 0.859
C -1.056 1.516 1.647
N 0.231 0.887 1.676
C 0.599 0.018 0.682
C 1.989 0.120 0.314
C 2.708 -0.539 -0.738
C 3.991 -0.166 -0.535
N 4.044 0.627 0.537
N 2.848 0.751 1.134
C -0.282 -0.677 -0.034
C -1.695 -0.207 0.080
H -4.121 -1.884 -1.296
H -2.517 -2.175 -1.826
H -3.479 -0.831 -2.563
H -1.359 2.384 2.208
H 0.972 1.502 2.034
H 2.374 -1.059 -1.573
H 4.844 -0.483 -1.064
H 5.009 0.886 0.932
H 0.109 -1.406 -0.763
```

The SMILES is Cc1nnc2c[nH]c(-c3cc[nH]n3)cc1-2. The frontier orbital gap is 8.06 eV. As for the HOMO energy: -7.9 eV.

---

Of them, ii has the highest stability.